[1]
ORCA calculation (ωB97M-V/def2-TZVPD) on a 10-piece molecular cluster, C40H50F18N4O12 overall.

XYZ file:
```
124
C40H50F18N4O12, DFT ωB97M-V/def2-TZVPD
N 2.407 -7.486 7.264
C 2.289 -6.571 6.267
C 2.443 -5.305 6.800
C 2.793 -5.491 8.094
C 2.768 -6.818 8.386
H 2.185 -8.464 7.148
H 2.168 -6.811 5.221
H 2.336 -4.322 6.367
H 3.067 -4.693 8.769
H 2.855 -7.368 9.311
N -5.784 -0.752 4.111
C -6.398 0.099 4.943
C -7.103 -0.593 5.882
C -6.905 -1.994 5.521
C -6.165 -1.993 4.372
H -5.165 -0.472 3.364
H -6.241 1.166 4.899
H -7.690 -0.238 6.716
H -7.365 -2.868 5.957
H -5.865 -2.833 3.762
N 3.360 -12.589 -0.586
C 3.714 -11.320 -0.420
C 2.645 -10.504 -0.642
C 1.526 -11.319 -0.984
C 2.009 -12.616 -0.922
H 3.920 -13.417 -0.445
H 4.732 -11.109 -0.129
H 2.598 -9.425 -0.610
H 0.478 -11.063 -1.021
H 1.509 -13.570 -0.995
N -4.770 -10.746 0.098
C -4.173 -9.591 -0.263
C -4.179 -9.525 -1.633
C -4.548 -10.777 -2.136
C -4.917 -11.513 -0.999
H -5.011 -11.115 1.007
H -3.755 -9.009 0.546
H -3.793 -8.672 -2.173
H -4.421 -11.091 -3.161
H -5.310 -12.511 -0.867
C 7.040 4.297 -1.599
C 7.917 3.206 -0.941
O 8.253 2.141 -1.835
C 7.344 1.142 -2.193
O 6.153 1.000 -1.889
C 7.957 0.263 -3.326
F 7.589 0.642 -4.563
F 9.288 0.308 -3.196
F 7.550 -1.019 -3.153
H 7.116 5.184 -0.970
H 6.065 3.812 -1.557
H 7.350 4.521 -2.620
H 7.332 2.732 -0.153
H 8.762 3.713 -0.475
C 2.156 1.435 1.820
C 1.217 0.953 0.670
O 1.203 -0.464 0.783
C 0.232 -1.221 0.319
O -0.685 -0.871 -0.444
C 0.182 -2.611 1.005
F 1.352 -3.054 1.265
F -0.578 -2.506 2.057
F -0.393 -3.483 0.171
H 1.826 2.410 2.177
H 3.212 1.483 1.557
H 1.983 0.786 2.678
H 1.459 1.290 -0.338
H 0.254 1.375 0.956
C 1.832 5.693 -5.305
C 2.479 7.089 -5.090
O 1.494 8.012 -5.373
C 1.702 9.419 -5.199
O 2.702 10.030 -4.935
C 0.373 10.251 -5.395
F -0.669 9.478 -5.331
F 0.324 11.248 -4.546
F 0.377 10.836 -6.595
H 2.100 5.437 -6.331
H 0.752 5.592 -5.200
H 2.264 4.978 -4.604
H 3.352 7.235 -5.727
H 2.967 7.110 -4.115
C -4.121 7.368 1.178
C -3.290 6.031 1.363
O -3.787 5.065 0.517
C -3.397 5.051 -0.774
O -2.374 5.566 -1.198
C -4.257 4.127 -1.648
F -4.592 2.957 -0.999
F -5.337 4.810 -2.040
F -3.676 3.725 -2.816
H -3.844 7.793 0.213
H -3.847 7.936 2.067
H -5.177 7.130 1.300
H -3.465 5.663 2.374
H -2.236 6.306 1.382
C -6.661 -3.538 -2.941
C -5.904 -2.865 -4.046
O -6.669 -2.919 -5.288
C -7.492 -1.990 -5.615
O -7.737 -1.053 -4.802
C -8.273 -2.057 -6.971
F -8.028 -0.928 -7.610
F -8.010 -3.106 -7.751
F -9.532 -2.103 -6.642
H -7.706 -3.264 -2.794
H -6.262 -3.166 -1.997
H -6.541 -4.615 -2.816
H -4.983 -3.384 -4.313
H -5.562 -1.856 -3.812
C 6.430 6.805 4.671
C 5.611 8.063 4.508
O 4.844 7.889 3.330
C 4.181 8.976 2.768
O 4.110 10.123 3.208
C 3.385 8.630 1.480
F 4.067 8.943 0.363
F 3.173 7.257 1.460
F 2.179 9.288 1.451
H 7.000 6.644 3.756
H 5.926 5.911 5.039
H 7.265 7.075 5.318
H 6.207 8.975 4.475
H 4.957 8.154 5.375
```

Values from the calculation:
total energy: -4473.566833 hartree
frontier orbital gap: 8.0 eV
ΔE to the lowest compared entry with this formula, charge and spin: 4.207 eV

[2]
ORCA calculation (ωB97M-V/def2-TZVPD) on C40H50N3PSc as an isolated structure.

XYZ file:
```
95
C40H50N3PSc, DFT ωB97M-V/def2-TZVPD
Sc -0.228 -0.001 0.606
C -0.979 0.661 2.776
C -1.415 -0.701 2.694
C -0.230 -1.502 2.613
C 0.875 -0.585 2.655
C 0.421 0.729 2.811
C 1.234 1.958 3.174
C 2.729 1.672 3.072
C 0.877 3.161 2.293
C 0.902 2.298 4.634
C 0.017 -3.017 2.594
C -0.647 -3.732 3.776
C 1.521 -3.298 2.709
C -0.435 -3.634 1.262
C -2.923 -0.992 2.845
C -3.484 -2.188 2.072
C -3.200 -1.164 4.346
C -3.745 0.223 2.374
H -1.631 1.505 2.935
H 1.911 -0.870 2.716
H 3.012 1.338 2.073
H 3.043 0.904 3.785
H 3.293 2.582 3.296
H 1.028 2.945 1.237
H 1.499 4.019 2.567
H -0.168 3.455 2.435
H 1.145 1.464 5.300
H -0.160 2.534 4.754
H 1.479 3.172 4.956
H -0.319 -3.290 4.721
H -0.337 -4.781 3.776
H -1.731 -3.714 3.758
H 1.948 -2.872 3.619
H 2.083 -2.915 1.851
H 1.671 -4.380 2.740
H -1.509 -3.537 1.108
H -0.186 -4.699 1.218
H 0.084 -3.155 0.421
H -3.036 -3.139 2.335
H -3.380 -2.044 0.997
H -4.555 -2.271 2.280
H -2.692 -2.033 4.765
H -4.275 -1.286 4.513
H -2.868 -0.282 4.901
H -3.504 0.514 1.349
H -3.609 1.094 3.018
H -4.807 -0.032 2.398
N 0.571 1.260 -0.627
P 1.343 1.171 -1.993
C 2.984 0.431 -1.817
C 3.608 -0.335 -2.802
C 4.897 -0.819 -2.604
C 5.575 -0.536 -1.428
C 4.970 0.241 -0.447
C 3.684 0.725 -0.642
C 1.633 2.790 -2.724
C 0.992 3.885 -2.153
C 1.181 5.159 -2.683
C 2.011 5.334 -3.780
C 2.661 4.243 -4.350
C 2.476 2.974 -3.822
C 0.528 0.208 -3.291
C -0.111 0.829 -4.363
C -0.810 0.071 -5.301
C -0.874 -1.309 -5.177
C -0.243 -1.939 -4.110
C 0.447 -1.184 -3.174
H 3.097 -0.557 -3.730
H 5.371 -1.417 -3.373
H 6.578 -0.918 -1.277
H 5.503 0.475 0.467
H 3.216 1.342 0.110
H 0.362 3.735 -1.283
H 0.688 6.012 -2.235
H 2.162 6.325 -4.191
H 3.317 4.386 -5.200
H 2.997 2.130 -4.263
H -0.060 1.906 -4.476
H -1.295 0.563 -6.135
H -1.407 -1.898 -5.915
H -0.289 -3.018 -4.010
H 0.942 -1.690 -2.354
N -4.798 -1.047 -3.740
C -3.851 -0.902 -2.783
C -3.186 -2.012 -2.235
C -2.218 -1.806 -1.292
N -1.847 -0.593 -0.852
C -2.482 0.470 -1.387
C -3.477 0.371 -2.319
H -5.088 -1.956 -4.049
H -5.293 -0.253 -4.105
H -3.416 -3.022 -2.559
H -1.692 -2.653 -0.875
H -2.141 1.445 -1.062
H -3.935 1.271 -2.716
```

Values from the calculation:
total energy: -2820.505277 hartree
net charge: +1
frontier orbital gap: 8.2 eV